This record from the OMol25 dataset describes 6 unconnected molecules or ions with the total composition C67H148O5P4. The level of theory is the ωB97M-V functional and the def2-TZVPD basis.

Last column: Löwdin charge in e.
Atoms and positions in Å:
C -5.104 2.004 5.522  -0.09
C -5.601 2.221 4.072  -0.25
C -5.556 0.943 3.243  -0.24
C -5.853 1.180 1.714  -0.23
P -5.638 -0.316 0.671  1.01
C -6.904 -1.564 1.072  -0.23
C -7.038 -2.633 -0.083  -0.25
C -8.005 -3.749 0.190  -0.31
C -9.431 -3.422 0.395  -0.11
C -3.956 -1.011 1.011  -0.23
C -3.805 -2.212 2.022  -0.25
C -2.428 -2.346 2.622  -0.24
C -1.622 -3.443 1.870  -0.07
C -5.889 0.074 -1.063  -0.24
C -5.255 1.460 -1.595  -0.18
C -3.759 1.541 -1.612  -0.27
C -3.188 2.793 -2.260  -0.06
H -4.046 1.746 5.536  0.06
H -5.499 1.081 5.948  0.07
H -5.259 2.872 6.163  0.08
H -4.912 2.931 3.614  0.11
H -6.580 2.694 3.998  0.11
H -6.176 0.126 3.609  0.11
H -4.545 0.546 3.335  0.09
H -5.324 1.975 1.189  0.10
H -6.903 1.468 1.679  0.11
H -7.882 -1.100 1.200  0.10
H -6.650 -2.073 2.001  0.09
H -6.084 -3.072 -0.374  0.10
H -7.502 -2.227 -0.982  0.10
H -7.717 -4.302 1.084  0.12
H -7.989 -4.391 -0.691  0.11
H -9.787 -2.625 -0.258  0.08
H -9.477 -2.896 1.349  0.07
H -10.139 -4.251 0.386  0.09
H -3.195 -0.263 1.233  0.09
H -3.693 -1.427 0.038  0.08
H -4.234 -3.138 1.638  0.11
H -4.390 -1.874 2.876  0.09
H -2.737 -2.777 3.574  0.11
H -1.980 -1.359 2.740  0.10
H -0.625 -3.524 2.304  0.05
H -1.354 -2.973 0.924  0.05
H -2.164 -4.370 1.684  0.08
H -6.971 -0.038 -1.135  0.09
H -5.485 -0.864 -1.442  0.06
H -5.765 2.253 -1.047  0.11
H -5.660 1.652 -2.589  0.09
H -3.277 0.732 -2.161  0.09
H -3.320 1.177 -0.683  0.08
H -2.119 2.705 -2.065  0.07
H -3.375 3.751 -1.775  0.06
H -3.395 2.895 -3.325  0.07
C 2.594 6.237 -2.628  -0.08
C 3.069 4.830 -3.095  -0.22
C 3.793 3.835 -2.101  -0.29
C 5.205 4.273 -1.860  -0.29
P 5.930 3.108 -0.628  1.09
C 5.068 3.506 0.954  -0.28
C 5.241 4.963 1.408  -0.19
C 4.353 5.240 2.727  -0.25
C 4.754 6.543 3.320  -0.12
C 5.539 1.301 -1.067  -0.21
C 6.397 0.381 -0.144  -0.27
C 6.477 -1.113 -0.498  -0.25
C 7.077 -1.970 0.644  -0.09
C 7.753 3.465 -0.507  -0.26
C 8.273 4.864 -0.973  -0.22
C 9.792 4.839 -0.782  -0.28
C 10.513 6.076 -1.299  -0.10
H 3.372 6.988 -2.492  0.07
H 1.999 6.059 -1.732  0.07
H 1.890 6.604 -3.375  0.08
H 3.713 4.795 -3.974  0.10
H 2.179 4.235 -3.298  0.10
H 3.867 2.854 -2.571  0.10
H 3.207 3.703 -1.192  0.10
H 5.074 5.277 -1.457  0.09
H 5.654 4.251 -2.853  0.11
H 5.515 2.752 1.601  0.09
H 4.027 3.185 0.966  0.10
H 4.947 5.643 0.609  0.10
H 6.297 4.978 1.679  0.10
H 4.554 4.467 3.469  0.08
H 3.283 5.111 2.565  0.11
H 5.808 6.473 3.588  0.08
H 4.310 6.842 4.270  0.08
H 4.642 7.395 2.650  0.08
H 5.811 0.922 -2.053  0.10
H 4.458 1.216 -0.961  0.09
H 5.895 0.216 0.809  0.09
H 7.383 0.782 0.090  0.10
H 7.026 -1.107 -1.440  0.11
H 5.476 -1.501 -0.684  0.10
H 7.972 -1.564 1.113  0.07
H 7.382 -2.977 0.360  0.08
H 6.361 -2.103 1.455  0.05
H 8.236 2.608 -0.976  0.09
H 7.934 3.302 0.556  0.09
H 7.766 5.605 -0.354  0.11
H 8.000 5.139 -1.992  0.11
H 10.196 4.072 -1.442  0.11
H 10.109 4.611 0.236  0.12
H 11.498 6.160 -0.840  0.08
H 10.023 6.856 -0.716  0.07
H 10.428 6.260 -2.370  0.09
C -0.915 -0.428 7.172  -0.12
C -0.837 -0.802 5.750  -0.29
C 0.495 -0.666 5.011  -0.20
C 1.857 -1.219 5.741  -0.20
P 3.273 -0.786 4.683  1.02
C 3.174 -1.210 2.895  -0.24
C 3.020 -2.695 2.722  -0.25
C 3.326 -3.173 1.273  -0.22
C 2.231 -2.671 0.263  -0.10
C 3.370 1.018 4.679  -0.25
C 3.234 1.729 6.086  -0.21
C 3.436 3.246 5.977  -0.27
C 2.439 3.931 5.112  -0.12
C 4.858 -1.488 5.351  -0.26
C 5.037 -1.483 6.848  -0.23
C 5.934 -2.666 7.382  -0.25
C 6.319 -2.766 8.885  -0.09
H -0.280 -0.913 7.913  0.08
H -1.900 -0.706 7.548  0.08
H -0.860 0.660 7.213  0.08
H -1.699 -0.434 5.194  0.11
H -0.929 -1.887 5.798  0.10
H 0.548 0.406 4.823  0.08
H 0.244 -1.134 4.060  0.09
H 1.884 -2.303 5.630  0.09
H 2.087 -0.941 6.769  0.08
H 4.029 -0.852 2.321  0.10
H 2.261 -0.785 2.479  0.08
H 2.007 -3.098 2.728  0.10
H 3.630 -3.220 3.457  0.09
H 3.261 -4.262 1.267  0.11
H 4.307 -2.859 0.919  0.07
H 2.286 -3.124 -0.726  0.07
H 2.298 -1.588 0.155  0.05
H 1.236 -2.882 0.655  0.06
H 2.587 1.346 3.995  0.09
H 4.421 1.099 4.402  0.09
H 3.975 1.431 6.828  0.10
H 2.274 1.496 6.546  0.10
H 4.469 3.379 5.656  0.11
H 3.298 3.669 6.972  0.12
H 2.652 4.999 5.138  0.08
H 1.388 3.817 5.379  0.09
H 2.415 3.541 4.094  0.06
H 5.655 -0.985 4.803  0.10
H 4.833 -2.459 4.856  0.07
H 4.145 -1.708 7.432  0.10
H 5.451 -0.518 7.140  0.11
H 6.836 -2.630 6.770  0.10
H 5.587 -3.654 7.080  0.10
H 5.537 -3.299 9.425  0.07
H 6.359 -1.757 9.296  0.07
H 7.208 -3.376 9.045  0.08
C -2.587 -0.578 -9.078  -0.09
C -3.007 -2.078 -9.228  -0.19
C -3.613 -2.896 -7.975  -0.20
C -2.640 -3.346 -6.840  -0.26
P -3.466 -3.929 -5.316  1.01
C -4.568 -2.603 -4.700  -0.24
C -4.084 -1.091 -4.834  -0.22
C -5.081 -0.067 -5.469  -0.23
C -4.680 1.442 -5.368  -0.07
C -2.190 -4.400 -4.041  -0.24
C -0.992 -3.429 -3.855  -0.22
C -1.213 -2.588 -2.551  -0.22
C -0.093 -1.479 -2.396  -0.07
C -4.479 -5.352 -5.741  -0.23
C -3.709 -6.595 -6.467  -0.24
C -4.560 -7.810 -6.745  -0.25
C -3.737 -8.922 -7.533  -0.07
H -3.246 0.022 -8.450  0.06
H -2.583 -0.093 -10.054  0.07
H -1.547 -0.554 -8.755  0.06
H -2.088 -2.615 -9.465  0.10
H -3.760 -2.108 -10.016  0.10
H -4.100 -3.765 -8.418  0.10
H -4.405 -2.361 -7.452  0.08
H -1.924 -2.560 -6.599  0.08
H -2.066 -4.209 -7.176  0.09
H -4.985 -2.920 -3.744  0.09
H -5.443 -2.671 -5.346  0.08
H -3.120 -0.980 -5.331  0.10
H -4.080 -0.736 -3.804  0.07
H -6.120 -0.229 -5.183  0.11
H -4.909 -0.351 -6.508  0.07
H -3.656 1.524 -5.004  0.06
H -5.359 1.841 -4.614  0.06
H -4.785 2.038 -6.274  0.08
H -1.803 -5.348 -4.416  0.08
H -2.504 -4.692 -3.039  0.10
H -0.855 -2.736 -4.685  0.09
H -0.089 -4.040 -3.841  0.11
H -1.412 -3.093 -1.606  0.09
H -2.077 -1.966 -2.786  0.07
H -0.644 -0.628 -1.994  0.06
H 0.268 -1.133 -3.365  0.07
H 0.770 -1.707 -1.772  0.04
H -5.267 -4.995 -6.403  0.10
H -4.823 -5.570 -4.730  0.09
H -2.764 -6.879 -6.004  0.10
H -3.331 -6.197 -7.409  0.09
H -5.601 -7.661 -7.034  0.11
H -4.633 -8.165 -5.718  0.10
H -3.336 -8.594 -8.492  0.07
H -4.420 -9.767 -7.626  0.07
H -2.992 -9.289 -6.826  0.07
C -0.546 2.338 0.822  -0.03
C -0.073 1.087 1.507  -0.81
O -0.486 0.834 2.648  -0.07
O 0.596 0.278 0.835  -0.08
H -1.406 2.043 0.220  0.04
H 0.046 2.787 0.024  0.06
H -0.921 3.072 1.535  0.08
O -4.228 6.023 -1.161  0.02
C -5.306 6.525 -1.808  -0.85
O -6.160 5.671 -2.189  -0.12
O -5.378 7.760 -2.087  -0.07
H -4.377 5.078 -1.241  0.03

Output
E_LUMO in eV: -3.67
Frontier orbital gap in eV: 4.265
Net charge: +2
Relative energy (zero: lowest compared OMol25 entry of this formula, charge and spin) in kJ/mol: 122.52
Largest force on an atom in hartree/bohr: 0.097
Molar mass in g/mol: 1157.81